# 1
Formula: C34H54Cl5RuSb
Source: the Open Molecules 2025 dataset
Level of theory: ωB97M-V with the def2-TZVPD basis set

The geometry in XYZ format:
```
95
Properties=species:S:1:pos:R:3:forces:R:3
H -0.6888 -2.8480 -3.6687 -0.0346 -0.0006 -0.0178
C 2.3538 -0.9701 1.7448 -0.4916 0.6634 -0.4063
H 0.1906 2.1222 0.5822 -0.0514 -0.0460 -0.0911
H -2.8358 -3.7895 0.6939 -0.0179 0.0097 -0.0163
C -0.7143 3.6742 1.9060 -0.0516 -0.0189 -0.0914
C -0.7677 -2.6709 1.9859 -0.0414 -0.2254 -0.0125
H 2.3710 2.3534 -2.5687 -0.0419 0.0184 0.0408
H -1.0111 -1.0398 5.9275 0.0244 0.0164 -0.0307
C -1.9477 4.5167 1.5439 -0.0049 -0.0831 0.0087
C 1.6015 -2.4849 -1.8267 0.0238 0.0537 -0.2467
H 1.4274 -2.4000 -0.7566 -0.0372 0.0206 0.1355
Cl 4.2897 2.2963 3.1211 -0.0155 -0.0205 -0.0127
C 3.9890 0.7588 2.4161 -0.0742 0.0851 0.0723
H -3.4240 -0.2538 0.1091 -0.0094 -0.0002 0.0089
C 2.9472 -0.3699 -1.8593 0.0560 -0.1241 -0.0196
H -0.4609 0.4936 5.2578 -0.0041 -0.0476 0.0130
H -3.5763 -2.3192 0.0773 0.0229 0.0007 -0.0165
C -2.5001 0.8319 3.8218 0.0864 0.0128 -0.0557
H 0.6432 -0.8695 5.3456 -0.0259 0.0168 -0.0010
H 1.4642 3.7213 -1.9320 0.0035 -0.0639 -0.0191
C 0.2080 2.1190 -2.6228 -0.1582 -0.4265 0.0031
C -2.9096 -0.2294 -3.1738 -0.0276 -0.0693 -0.0563
C -0.3877 -0.5867 5.1489 -0.0146 -0.0106 -0.0276
H 0.4193 -3.1726 4.9831 0.0284 0.0067 -0.0231
H -2.8693 3.9359 1.6463 0.0460 0.0596 0.0020
C -2.3567 -0.8137 1.8979 -0.0973 0.0867 -0.0656
C 3.4416 -1.7511 1.3700 0.0753 -0.1217 -0.0353
C 1.7761 -1.1192 -2.4919 -0.2926 0.1133 -0.0290
H -1.9183 -1.0627 -5.6135 0.0457 0.0176 0.0593
H -0.6693 2.1725 -4.6115 0.0354 0.0494 -0.0071
C 4.7582 -1.2838 1.4097 -0.0271 -0.1002 -0.0068
H 3.0259 -1.7767 -4.1091 -0.0551 0.0195 0.0191
H -2.9248 0.8399 -3.3931 -0.0241 -0.0568 0.0200
H 1.4482 3.9248 2.0480 -0.0158 -0.0053 -0.0345
C 2.7015 0.2445 2.3269 0.1608 -0.1262 0.0676
C 5.0305 -0.0066 1.9037 0.0218 -0.0144 -0.0210
Cl 1.3869 1.1408 3.0511 0.0017 0.3200 -0.0783
Cl 6.6300 0.6039 1.9147 -0.0070 -0.0207 0.0144
H 0.8051 -4.0592 1.5053 0.0098 -0.0220 0.0160
H 1.6925 -2.3549 4.0750 -0.0175 -0.0139 0.0146
H 0.6342 3.3169 -4.3443 -0.0063 -0.0540 0.0169
H -1.9431 2.4983 -2.5062 0.0631 0.0720 0.0022
H -4.4531 -0.4426 1.5315 0.0146 0.0106 -0.0274
C -1.8722 -0.3517 3.1311 -0.0091 0.1360 0.0016
H 1.6580 2.2648 -0.9582 -0.0071 0.0254 0.0113
Ru 0.2663 -0.5358 0.9750 0.0618 -0.8958 0.5582
H 1.0450 -3.8847 3.5002 -0.0019 0.0251 0.0249
H -2.0595 -2.9037 -0.5999 -0.0003 -0.0329 0.0369
C -1.0035 2.9050 -2.1235 -0.0191 0.0241 -0.2011
H -2.0172 5.3887 2.1962 -0.0170 -0.0199 -0.0330
H -0.2053 -0.9126 -5.2408 -0.0155 0.0195 -0.0243
Cl 6.0549 -2.2536 0.8369 -0.0232 -0.0164 0.0153
H -3.1689 -0.3688 -2.1208 -0.0219 -0.0188 -0.0480
H 0.5273 5.4136 2.2758 0.0055 -0.0524 -0.0451
C 0.5699 4.4792 1.7119 -0.0072 -0.0098 0.0006
C -2.6264 -2.7869 0.3183 0.0217 0.1784 -0.0530
C -1.5595 -0.8559 -3.5208 0.1323 0.2321 0.3801
H -1.8785 4.8660 0.5108 -0.0218 -0.0085 0.0351
C -0.2713 -3.9773 1.4175 -0.0852 0.0006 0.0170
H -0.7219 -4.8198 1.9521 0.0023 0.0299 -0.0389
H 0.7760 -3.0515 -2.2609 0.0557 0.0057 0.0249
H -0.8095 3.4288 2.9744 0.0582 0.0114 0.0413
H -3.6958 -0.7009 -3.7753 0.0361 0.0386 0.0166
C 1.4977 2.6257 -1.9769 -0.0389 0.1115 0.0224
C -3.4766 -0.0937 1.1839 0.0276 -0.0087 0.0416
H -2.7404 0.5746 4.8541 0.0128 0.0191 -0.0192
C 2.0395 -1.3141 -3.9814 0.0660 0.0390 0.0232
C 0.7799 -2.9471 3.9777 0.0144 0.0349 -0.0631
H -3.4193 1.1555 3.3450 0.0060 -0.0015 0.0098
Cl 3.1930 -3.3979 0.8808 0.0883 -0.0133 0.0230
H -0.9247 3.9415 -2.4767 0.0061 -0.0710 0.0224
H 0.7050 4.7297 0.6544 -0.0151 -0.0084 0.0674
H -1.0626 2.9279 -1.0419 -0.0363 0.0274 0.1612
H -1.8153 1.6853 3.8515 -0.0417 -0.0530 0.0112
C 0.3005 2.2929 -4.1353 0.1439 0.0668 0.0190
H -3.4367 0.9808 1.3491 -0.0418 -0.0468 0.0035
H 3.8301 -1.0232 -1.8456 -0.0757 0.0270 -0.0100
C -1.1923 -0.5497 -4.9690 -0.1533 -0.0457 -0.0193
H 2.7517 -0.0782 -0.8246 0.0119 0.0316 0.0394
H -1.8196 -2.6622 -2.3214 0.0158 -0.0281 -0.0584
H -0.5207 -4.0799 0.3639 0.0204 -0.0091 0.0231
H 1.0154 1.6117 -4.6006 -0.0373 0.0408 -0.0167
C -0.7017 2.3993 1.1260 -0.0357 0.4159 0.2589
H 1.3107 -1.9820 -4.4399 0.0349 0.0086 -0.0055
C -1.8635 -2.0263 1.3736 0.0461 -0.1139 0.0042
H 2.5155 -3.0753 -1.9552 -0.0374 0.0392 0.0002
C -0.8446 -1.0468 3.7890 0.0701 -0.0090 0.1364
Sb -0.1049 -0.0231 -2.0222 0.6088 0.0567 -0.3733
C -1.6118 -2.3676 -3.3458 -0.0615 -0.0111 -0.0872
H -1.6012 1.8051 1.0363 0.0870 0.0008 -0.1210
H -1.2496 0.5060 -5.2054 -0.0391 -0.0145 -0.0234
H -2.4219 -2.7642 -3.9697 0.0416 0.0245 0.0194
C -0.2743 -2.1900 3.2145 0.0630 -0.0592 0.1169
H 3.2087 0.5229 -2.4250 0.0125 -0.0547 0.0177
H 2.0486 -0.3705 -4.5303 0.0180 -0.0491 -0.0094
```
Forces are in eV/Å.

The total charge is +1. The HOMO energy (spin up / spin down) is -0.3878 / -0.4161 hartree. Its energy relative to the best compared isomer or geometry (same formula, charge and spin) is 24.8 kcal/mol. For the energy, the calculation gives -107856.1140 eV. The gap between HOMO and LUMO (spin up / spin down) comes out at 8.26 / 7.08 eV. Its expectation value of S² is 8.768. The spin multiplicity is 6.

***

# 2
Formula: C4H9NO2
Source: the Open Molecules 2025 dataset
Level of theory: ωB97M-V with the def2-TZVPD basis set

The geometry in XYZ format:
```
16
Properties=species:S:1:pos:R:3:forces:R:3
H -1.2315 1.1407 0.0136 0.0229 0.0766 -0.0287
H -0.6851 1.2104 2.0746 0.0568 -0.0413 -0.0031
C -1.0122 -1.3854 1.1002 -0.2730 0.1875 0.1505
C -0.1742 1.2901 0.2252 0.0797 0.0285 -0.3782
H 1.6310 0.1784 0.1670 -0.0519 0.0675 -0.0522
C 0.6134 0.0621 -0.2233 0.1285 0.1054 0.0111
N 0.1080 -1.1775 0.3756 -0.0533 -0.1882 0.0862
O -1.9138 -0.5892 1.3024 0.1826 -0.1888 0.0728
H -1.0497 -2.4017 1.5394 0.0782 0.0797 -0.1855
C 0.6753 -0.0199 -1.7483 -0.0462 0.0185 -0.0601
H 0.7441 -1.9573 0.3764 0.0569 0.0015 -0.0564
H 0.1676 2.1386 -0.3688 0.1415 0.0189 -0.0273
H 1.1302 -0.9580 -2.0849 -0.0866 0.1494 0.0754
H 1.2757 0.8085 -2.1422 -0.0855 -0.1483 0.0968
O 0.0459 1.6007 1.5790 -0.2200 -0.0651 0.2414
H -0.3248 0.0594 -2.1860 0.0693 -0.1018 0.0572
```
Forces are in eV/Å.

The HOMO energy is -0.3664 hartree. Its energy relative to the best compared isomer or geometry (same formula, charge and spin) is 21.6 kcal/mol. The SMILES is C[C@@H](CO)NC=O. For the energy, the calculation gives -9879.1233 eV. The gap between HOMO and LUMO comes out at 10.72 eV.

***

# 3
Formula: C6H10
Source: the Open Molecules 2025 dataset
Level of theory: ωB97M-V with the def2-TZVPD basis set

The geometry in XYZ format:
```
16
Properties=species:S:1:pos:R:3:forces:R:3
H 1.3433 1.1675 -2.0444 -0.7934 0.0442 0.4428
C 0.5982 -1.1623 0.4114 -2.3514 1.7204 -1.4834
H 1.0603 1.7203 0.8763 0.1428 -0.2188 -0.4192
H -2.4689 0.6443 0.8899 0.2297 0.1042 0.2231
H -2.3199 -1.1080 0.8992 1.0914 1.2437 -1.1394
C -1.8390 -0.1482 0.4716 0.5135 0.1637 0.6642
C 0.3317 1.2306 0.2067 1.6877 1.2998 -0.9691
C 0.7677 -0.7047 -1.0755 0.0473 2.6212 0.8877
H 0.6667 -1.1605 -2.0131 0.6093 -1.8173 -0.8413
H -0.2708 0.1394 2.0539 -0.0098 0.2730 -1.4571
H 1.6170 -1.2122 0.7663 0.0408 -0.0023 0.7374
C 0.9082 0.6525 -1.1785 -1.0630 -1.6488 2.7451
H -0.4055 1.9818 0.0400 -0.5176 0.8979 -0.5650
H -1.9407 0.0369 -0.6248 0.0883 -0.9105 0.6918
C -0.3139 0.1041 0.9149 -0.1670 -3.4205 0.9177
H 0.0015 -2.0409 0.6534 0.4514 -0.3499 -0.4354
```
Forces are in eV/Å.

The HOMO energy is -0.3264 hartree. Its energy relative to the best compared isomer or geometry (same formula, charge and spin) is 37.6 kcal/mol. The SMILES is CC1CC=CC1. For the energy, the calculation gives -6382.2296 eV. The gap between HOMO and LUMO comes out at 10.04 eV.

***

# 4
Formula: C3H5N3
Source: the Open Molecules 2025 dataset
Level of theory: ωB97M-V with the def2-TZVPD basis set

The geometry in XYZ format:
```
11
Properties=species:S:1:pos:R:3:forces:R:3
H -1.1180 -1.5200 -0.5987 0.0507 0.1997 0.0209
N -0.6294 1.6435 -1.1375 -0.0205 -0.2144 0.0116
H 1.5073 0.4128 1.8285 -0.0561 -0.1010 -0.0691
N 0.2608 1.4338 -0.2231 -0.0550 -0.2249 0.0800
H 2.0116 -0.9188 0.7877 -0.2340 0.0471 0.0897
C 1.1370 -0.4193 1.2245 0.0743 0.0953 0.0255
C 0.2240 0.1220 0.1673 -0.1100 -0.0768 -0.0652
N -1.2470 0.4791 -1.3579 -0.0821 -0.0178 -0.0516
H -1.9999 0.4299 -2.0291 0.1826 0.0630 0.1136
C -0.7538 -0.5029 -0.5692 0.1252 0.0958 0.0904
H 0.6217 -1.1210 1.8930 0.1249 0.1340 -0.2457
```
Forces are in eV/Å.

The HOMO energy is -0.3495 hartree. Its energy relative to the best compared isomer or geometry (same formula, charge and spin) is 22.3 kcal/mol. The SMILES is Cc1c[nH]nn1. For the energy, the calculation gives -7661.4882 eV. The gap between HOMO and LUMO comes out at 10.39 eV.

***

# 5
Formula: C8H38O15
Source: the Open Molecules 2025 dataset
Level of theory: ωB97M-V with the def2-TZVPD basis set

The geometry in XYZ format:
```
61
Properties=species:S:1:pos:R:3:forces:R:3
H -2.7805 0.7411 3.5605 -0.4834 -0.0387 0.3951
H 0.8473 4.2677 -2.9547 0.0254 -0.2201 -0.0453
H 1.8860 -2.2913 -0.5102 0.5515 0.4021 0.1808
H -3.0702 -1.7689 -1.1342 -0.2230 0.1088 0.2868
H 3.0221 3.6468 2.2339 -0.3500 1.0451 0.2081
O -0.4292 -2.9893 -1.2728 -0.9568 1.4223 -0.4627
C 2.4116 2.0425 3.5046 -1.3719 -2.3120 -0.5385
O -2.2233 -3.0292 1.2217 0.6217 0.9266 2.0366
H -3.6584 -0.7662 4.2691 0.9991 0.7502 -0.5192
H 0.3908 0.1574 -3.8800 -0.1442 -0.4232 0.4952
H 0.6075 1.3369 3.5678 -0.2331 0.3022 0.4026
H 3.6231 2.3973 -2.5881 -0.5317 -0.0553 -0.3041
O -3.4018 -2.6786 -1.2012 0.6309 -0.4647 -0.2346
O 1.0188 2.2098 3.7203 -0.0821 0.5458 0.2706
H -0.7492 0.2662 2.2883 0.1129 -0.4385 -0.0365
C 2.7909 2.6031 2.1883 0.8021 0.3499 -1.1399
H -1.0045 2.9052 -2.0441 -0.1213 -0.0864 -0.0533
H 1.9040 2.8764 -4.8065 -0.4906 -0.4279 -0.6112
H -4.3065 -2.6127 -1.4710 -0.7137 0.1482 -0.2135
H 0.1081 -4.6728 -0.3071 -0.5587 -0.8710 0.8260
H -0.5825 -2.2038 -0.6842 0.2944 -1.2520 -0.1840
O -1.4443 2.0383 -2.1235 -0.4485 0.2678 0.7858
H -1.3406 -0.9020 4.8035 0.4821 -0.3627 0.3660
C 1.4898 -3.0719 0.1253 -0.3401 -1.5528 -0.6022
O 1.0031 0.8953 -3.9706 -0.6095 1.0969 -0.3498
H 0.9711 3.8877 -1.5047 0.7684 -0.1545 0.8992
H 2.2598 -3.7735 0.4828 0.0109 0.5318 0.0372
H 0.8383 0.6698 0.4573 -0.5180 -0.4058 0.1495
C 2.9119 2.0427 -3.3558 -0.0469 -0.5611 -0.3867
H -2.3007 -3.5741 0.4720 -0.5424 -0.8833 -1.7704
H 0.7629 -1.5752 1.0993 -0.4024 -0.3326 0.3013
O -0.9199 -1.2760 -3.3413 0.6680 -0.9292 1.0481
H -0.8934 1.6005 -2.7598 0.2946 -0.5276 -0.7233
H -0.4853 0.4033 -0.2548 -0.9913 0.1814 -0.7654
H 1.2140 1.8357 -1.9902 -0.2318 -0.2827 -1.0922
H 0.9043 2.4476 1.5952 0.8154 0.2482 0.2702
O -0.4611 -0.0105 3.1745 -1.2003 -0.8008 0.4468
H -1.2687 -2.9236 1.3541 0.0025 -0.0459 0.0368
H 3.4578 1.3104 -4.0274 -0.4462 1.1318 0.4113
O 0.7337 -2.5456 1.2061 0.3777 0.4530 -0.2839
H 2.4976 0.9380 3.4264 0.7737 0.4284 0.3120
O 0.0472 0.0767 0.4609 1.6121 0.5193 0.4283
C -2.9098 -0.3415 3.5293 0.0801 -1.3348 -0.7741
H -0.6285 -1.9145 -2.6181 -0.1498 0.9557 -0.6908
C 0.5590 -3.8558 -0.8103 1.5551 0.0248 -0.8177
H 3.0303 2.4352 4.2841 0.1911 0.2451 0.6650
H 3.7768 2.1963 1.8867 -0.7069 -0.3515 -0.2529
H -3.3123 -1.5863 2.0884 0.2246 -1.1952 -0.5544
H -1.3410 -1.9253 3.2822 -0.2896 0.5753 0.5412
O 2.3997 3.2065 -4.0686 1.1919 -0.4631 1.1373
H 1.1012 -4.3521 -1.7076 -0.6139 1.1812 1.3194
O -3.3817 -0.6489 2.2022 -0.1054 1.6218 0.9043
H -3.0658 0.1227 0.5075 0.0087 -0.3397 -0.0229
H -1.3648 -1.9243 -3.8877 -0.3889 0.1606 -0.5894
O 1.7922 2.3836 1.1846 -0.0038 -0.4822 -0.1740
C 1.7187 1.2508 -2.8013 0.2928 0.3914 0.0342
C -1.4926 -0.9234 3.7375 0.2675 1.1975 -0.7293
H -2.8354 0.6445 -0.9623 0.1828 -0.1385 0.1955
O 0.3252 4.0962 -2.1584 -0.6462 0.7258 -0.6463
H 1.9740 0.3249 -2.3467 0.9799 -0.7871 0.7216
O -2.7271 -0.1200 -0.3710 0.1247 0.5818 -0.5440
```
Forces are in eV/Å.

The HOMO energy is -0.3794 hartree. Its energy relative to the best compared isomer or geometry (same formula, charge and spin) is 0.0 kcal/mol. The SMILES is OCCO.OCCO.OCCO.OCCO.O.O.O.O.O.O.O. For the energy, the calculation gives -39624.1213 eV. The gap between HOMO and LUMO comes out at 10.78 eV.